ORCA calculation (the ωB97M-V functional and the def2-TZVPD basis) on the ion C3H10NO with charge +1 at a distorted geometry.

```
15
Properties=species:S:1:pos:R:3:forces:R:3
C -0.11899 -1.69782 1.15791 1.37 -3.05 -1.59
C 0.91286 1.49203 -1.66871 0.84 0.13 0.11
C -0.47766 0.50960 0.11050 -7.70 1.78 0.65
N -0.96718 -0.85260 0.25645 3.85 0.39 -0.18
O 0.84596 0.45062 -0.76304 5.68 0.03 -4.72
H -0.21819 -1.36580 2.14120 -0.56 0.55 1.58
H -0.55964 -2.74443 1.01321 0.85 1.33 0.65
H 1.03531 -1.75046 0.99088 -2.28 0.50 -0.54
H 1.81222 1.57189 -2.21350 1.10 -0.30 -0.44
H 0.70272 2.44481 -1.20783 -0.03 0.68 1.12
H 0.09167 1.56781 -2.35345 -1.04 -0.80 -0.64
H -0.34157 1.03030 0.98539 0.37 0.81 2.18
H -1.15143 1.11943 -0.61741 1.00 -1.19 1.35
H -0.97261 -1.27249 -0.67203 -0.83 -0.29 0.16
H -1.80084 -0.73145 0.73784 -2.62 -0.57 0.31
```
Forces are in eV/Å.

Results
expectation value of S² = 2.01
Kohn-Sham gap (spin up / spin down) = 0.200 / 0.346 Eh
E_tot = -249.74406 a.u.
HOMO (spin up / spin down) = -8.7 / -16.9 eV
maximum force = 7.928 eV/Å
net charge = +1
multiplicity = 3
LUMO energy (spin up / spin down) = -3.26 / -7.52 eV

Mulliken atomic charge list, values in e, 4 entries: atom 1 (C): -0.858, atom 2 (C): -0.796, atom 3 (C): -1.065, atom 4 (N): -0.011